[1]
This record from the OMol25 dataset describes C13H17NO in the gas phase. The level of theory is ωB97M-V with the def2-TZVPD basis set.

Structure (XYZ):
```
32
Properties=species:S:1:pos:R:3:nbo_charge:R:1
C -1.4580 -2.3299 -0.1832 -0.599
C -1.5997 -0.8393 -0.4671 -0.203
C -3.0677 -0.3839 -0.4373 -0.399
C -3.0287 1.0210 0.1515 -0.405
H -3.9943 1.3397 0.5419 0.206
C -1.9667 0.8962 1.2368 -0.392
H -1.5860 1.8618 1.5621 0.222
H -2.3788 0.3722 2.1011 0.200
C -0.8684 0.0378 0.5913 -0.265
C 0.2049 0.8737 -0.0558 0.213
N -0.1354 1.9713 -0.5897 -0.151
O 0.8813 2.7132 -1.2020 -0.571
H 0.4213 3.4880 -1.5527 0.477
C 1.5929 0.3592 -0.0114 -0.010
C 1.9645 -0.7787 -0.7177 -0.231
C 3.2677 -1.2385 -0.6601 -0.195
C 4.2091 -0.5714 0.1051 -0.215
C 3.8453 0.5655 0.8065 -0.205
C 2.5453 1.0326 0.7459 -0.209
H 2.2599 1.9218 1.2888 0.219
H 4.5774 1.0927 1.4007 0.214
H 5.2255 -0.9342 0.1503 0.213
H 3.5492 -2.1212 -1.2162 0.212
H 1.2374 -1.2934 -1.3280 0.213
H -0.3823 -0.5992 1.3350 0.221
H -2.6928 1.7347 -0.5992 0.217
H -3.5223 -0.4129 -1.4264 0.212
H -3.6405 -1.0413 0.2200 0.193
H -1.1810 -0.6250 -1.4545 0.204
H -0.4145 -2.6366 -0.2064 0.206
H -2.0024 -2.9073 -0.9280 0.209
H -1.8623 -2.5688 0.7986 0.201
```

Computed properties:
* total charge: 0
* energy relative to the best compared isomer or geometry (same formula, charge and spin): 1.8795 eV
* gap between HOMO and LUMO: 10.07 eV
* SMILES: C[C@H]1CCC[C@@H]1/C(=N/O)c1ccccc1
* HOMO level: -9.1288 eV
* LUMO level: 0.9 eV

***

[2]
This record from the OMol25 dataset describes C13H17NO3S in the gas phase. The level of theory is ωB97M-V with the def2-TZVPD basis set.

Structure (XYZ):
```
35
Properties=species:S:1:pos:R:3:nbo_charge:R:1
C 4.9402 -1.1580 3.1725 -0.636
C 3.6795 -0.3530 3.4475 -0.071
H 3.8601 0.4255 4.1906 0.194
H 2.8731 -1.0122 3.7837 0.201
O 3.2422 0.3554 2.2817 -0.511
C 2.5371 -0.3436 1.3861 0.903
O 2.2172 -1.4951 1.5011 -0.628
N 2.2301 0.4853 0.3267 -0.671
C 1.4843 0.2648 -0.8303 0.691
O 1.3015 1.1821 -1.5834 -0.550
C 0.9836 -1.1378 -1.0487 -0.666
H 0.8176 -1.6820 -0.1210 0.272
H 1.7227 -1.6818 -1.6411 0.268
S -0.5142 -1.1391 -2.0779 0.266
C -1.6740 -0.2027 -1.1194 -0.078
C -1.4550 0.1581 0.1992 -0.260
C -2.4042 0.8961 0.8854 -0.201
C -3.5869 1.2793 0.2739 -0.026
C -3.7976 0.8987 -1.0469 -0.194
C -2.8648 0.1649 -1.7572 -0.054
C -3.1068 -0.2338 -3.1777 -0.638
H -4.0642 0.1402 -3.5304 0.217
H -3.0922 -1.3195 -3.2711 0.223
H -2.3137 0.1573 -3.8143 0.231
H -4.7172 1.1878 -1.5365 0.204
C -4.6280 2.0664 1.0105 -0.623
H -4.2296 2.4645 1.9403 0.213
H -5.4813 1.4304 1.2473 0.218
H -4.9878 2.8923 0.3997 0.217
H -2.2135 1.1722 1.9126 0.206
H -0.5527 -0.1305 0.7156 0.204
H 2.5682 1.4382 0.4193 0.427
H 5.2792 -1.6239 4.0929 0.220
H 5.7262 -0.5105 2.7914 0.212
H 4.7338 -1.9350 2.4407 0.224
```

Computed properties:
* total charge: 0
* energy relative to the best compared isomer or geometry (same formula, charge and spin): 0.1596 eV
* gap between HOMO and LUMO: 8.51 eV
* SMILES: CCOC(=O)NC(=O)CSc1ccc(C)cc1C
* HOMO level: -7.8652 eV
* LUMO level: 0.6 eV

***

[3]
This record from the OMol25 dataset describes C13H17NO3S3 in the gas phase. The level of theory is ωB97M-V with the def2-TZVPD basis set.

Structure (XYZ):
```
37
Properties=species:S:1:pos:R:3:nbo_charge:R:1
O 3.2193 1.2830 -1.5764 -0.961
S 3.8956 1.3687 -0.3068 2.146
O 5.0512 2.2117 -0.2229 -0.924
C 2.6645 1.7719 0.9912 -0.657
C 2.5345 0.4903 1.7921 -0.421
H 3.2175 0.4939 2.6421 0.220
H 1.5218 0.3488 2.1711 0.248
C 2.9070 -0.6895 0.8686 -0.070
N 1.9314 -0.8503 -0.1857 -0.627
C 0.8007 -1.5546 -0.0366 -0.064
S 0.4390 -2.3936 1.3298 -0.203
S -0.2290 -1.4904 -1.4670 0.292
C -1.6574 -2.4756 -0.9240 -0.540
H -1.2768 -3.3317 -0.3673 0.261
H -2.1526 -2.7948 -1.8389 0.239
C -2.6019 -1.6553 -0.0624 -0.086
O -3.1118 -0.6108 -0.8564 -0.503
C -3.8918 0.3416 -0.2697 0.302
C -4.2983 0.3293 1.0591 -0.270
C -5.0940 1.3561 1.5425 -0.203
C -5.4909 2.3924 0.7192 -0.247
C -5.0868 2.4024 -0.6073 -0.189
C -4.2935 1.3881 -1.1005 -0.259
H -3.9675 1.3788 -2.1287 0.224
H -5.3915 3.2067 -1.2602 0.214
H -6.1112 3.1868 1.1054 0.213
H -5.4049 1.3368 2.5768 0.212
H -4.0078 -0.4694 1.7238 0.213
H -3.4127 -2.3062 0.2969 0.183
H -2.0605 -1.2588 0.8068 0.199
H 2.0623 -0.2750 -1.0144 0.435
C 4.2408 -0.3407 0.2486 -0.657
H 5.0502 -0.3219 0.9700 0.253
H 4.4954 -0.9495 -0.6118 0.262
H 2.9284 -1.6205 1.4473 0.260
H 1.7487 2.0471 0.4772 0.253
H 3.0415 2.6105 1.5651 0.256
```

Computed properties:
* total charge: 0
* energy relative to the best compared isomer or geometry (same formula, charge and spin): 0.0000 eV
* gap between HOMO and LUMO: 9.03 eV
* SMILES: O=S1(=O)CC[C@@H](NC(=S)SCCOc2ccccc2)C1
* HOMO level: -8.5573 eV
* LUMO level: 0.5 eV

***

[4]
This record from the OMol25 dataset describes C13H17NO4S in the gas phase. The level of theory is ωB97M-V with the def2-TZVPD basis set.

Structure (XYZ):
```
36
Properties=species:S:1:pos:R:3:nbo_charge:R:1
O -1.2896 -2.7002 -1.1070 -0.587
C -0.3034 -2.4082 -0.4896 0.781
O 0.9137 -2.8510 -0.8387 -0.697
H 0.8565 -3.4096 -1.6312 0.504
C -0.2467 -1.5553 0.7764 -0.132
N 0.6877 -0.4474 0.7020 -0.461
C 0.7421 0.2833 -0.5556 -0.252
C 1.9976 0.0309 -1.3757 -0.680
H 2.2271 -1.0204 -1.5115 0.252
H 1.9544 0.5393 -2.3339 0.261
S 3.3700 0.7794 -0.4417 2.159
O 3.4316 2.1829 -0.7446 -0.948
O 4.5615 0.0004 -0.6466 -0.950
C 2.8241 0.5640 1.2861 -0.661
C 1.9779 -0.6897 1.3218 -0.226
H 2.5450 -1.5002 0.8343 0.193
H 1.7928 -0.9842 2.3606 0.213
H 3.7246 0.4591 1.8835 0.260
H 2.2705 1.4489 1.5809 0.245
H -0.1506 0.0452 -1.1383 0.235
H 0.7069 1.3586 -0.3388 0.219
H 0.1144 -2.2411 1.5534 0.232
C -1.6566 -1.0822 1.2027 -0.440
C -2.1400 0.1320 0.4616 0.065
C -2.8638 0.0106 -0.7181 -0.253
C -3.2894 1.1378 -1.3993 -0.197
C -3.0012 2.3993 -0.9073 -0.221
C -2.2878 2.5289 0.2722 -0.209
C -1.8621 1.4020 0.9521 -0.241
H -1.3060 1.5044 1.8724 0.213
H -2.0657 3.5108 0.6640 0.214
H -3.3354 3.2782 -1.4385 0.214
H -3.8510 1.0305 -2.3158 0.213
H -3.0850 -0.9724 -1.1058 0.231
H -1.6169 -0.8527 2.2682 0.218
H -2.3473 -1.9117 1.0459 0.231
```

Computed properties:
* total charge: 0
* energy relative to the best compared isomer or geometry (same formula, charge and spin): 1.5473 eV
* gap between HOMO and LUMO: 9.49 eV
* SMILES: O=C(O)[C@H](Cc1ccccc1)N1CCS(=O)(=O)CC1
* HOMO level: -9.0591 eV
* LUMO level: 0.4 eV

***

[5]
This record from the OMol25 dataset describes a molecular structure, C13H18BClF3GdN3O6S. The level of theory is ωB97M-V with the def2-TZVPD basis set.

Structure (XYZ):
```
47
Properties=species:S:1:pos:R:3:mulliken_charge:R:1
N -3.8687 0.0760 -0.2279 -0.368
C -3.5079 -1.2812 -0.3814 0.526
N -4.5468 -2.1455 0.0115 -0.521
N -3.0168 -1.6097 -1.6746 -0.436
C -2.2234 -1.6440 0.7144 -1.392
C -1.0341 -0.7609 0.6206 -0.429
C -0.8072 0.3152 1.4184 1.681
C -1.7643 0.8023 2.4627 -0.914
B -1.6462 2.3346 2.9682 0.588
O -2.4314 3.2128 2.2821 -0.556
O -0.8849 2.7486 4.0067 -0.495
C 0.5173 0.9941 1.2889 -0.389
O 1.0637 1.5255 2.2238 -0.483
C 1.2191 0.8861 -0.0514 0.245
S 2.2995 2.2375 -0.3448 2.050
O 1.9745 3.3355 0.4995 -0.622
O 2.2969 2.6281 -1.8132 -0.931
C 4.1176 1.8357 0.0438 0.728
F 4.7994 1.5655 -1.1044 -0.087
F 4.5999 2.9336 0.5292 -0.205
F 4.1917 0.8471 0.8639 -0.133
C 1.0461 -0.1948 -0.8442 0.499
C 1.7129 -0.5620 -2.1307 -1.093
C 3.1797 -1.0557 -1.9893 -0.301
C 3.3474 -2.5576 -1.8149 -0.702
Cl 3.0632 -2.9871 -0.1123 -0.145
C 0.0036 -1.2031 -0.3549 0.044
O 0.0515 -2.3214 -0.7855 -0.523
H -4.4563 0.3071 0.5659 0.331
H -3.1191 0.7483 -0.3301 0.266
H -4.8136 -2.0812 0.9899 0.341
H -4.3321 -3.1257 -0.1556 0.324
H -2.8522 -0.7777 -2.2245 0.243
H -3.6822 -2.1874 -2.1749 0.272
H -1.9288 -2.6435 0.3959 0.571
H -2.6340 -1.7043 1.7208 0.639
H -1.7027 0.1187 3.3206 0.288
H -2.7725 0.6914 2.0547 0.148
H -2.1332 4.1288 2.3167 0.327
H -0.3903 2.0573 4.4555 0.322
H 1.1267 -1.3765 -2.5566 0.522
H 1.6707 0.2682 -2.8403 0.374
H 3.7319 -0.7207 -2.8750 0.337
H 3.6636 -0.6024 -1.1220 0.048
H 2.6852 -3.1372 -2.4571 0.356
H 4.3753 -2.8443 -2.0329 0.436
Gd 3.8113 2.9258 -3.3554 1.218
```

Computed properties:
* total charge: +3
* energy relative to the best compared isomer or geometry (same formula, charge and spin): 0.0000 eV
* gap between HOMO and LUMO (alpha / beta): 7.47 / 6.05 eV
* multiplicity: 8
* HOMO level (alpha / beta): -17.9322 / -17.9525 eV
* LUMO level (alpha / beta): -10.5 / -11.9 eV

***

[6]
This record from the OMol25 dataset describes 2 unconnected molecules or ions with the total composition C13H18BFO12. The level of theory is ωB97M-V with the def2-TZVPD basis set.

Structure (XYZ):
```
45
Properties=species:S:1:pos:R:3:nbo_charge:R:1
C 4.7722 -0.2837 1.4448 -0.616
C 5.1100 0.1480 0.0118 -0.414
C 4.1332 -0.4227 -1.0115 -0.051
O 2.9497 0.3379 -1.0707 -0.540
C 1.7826 -0.3722 -0.6937 -0.134
C 0.5171 0.3561 -1.2344 0.595
F 0.8786 1.1525 -2.2677 -0.314
O -0.3973 -0.6736 -1.5957 -0.486
C -0.7902 -1.1548 -0.3585 0.965
O -1.0824 -2.2699 -0.1246 -0.491
O -0.6827 -0.1380 0.5653 -0.516
C -0.3290 1.0614 -0.1535 -0.147
C -1.5833 1.7345 -0.7329 -0.516
C -2.8714 1.3077 -0.0675 0.808
O -3.2599 1.8405 0.9582 -0.640
O -3.5198 0.3897 -0.7580 -0.507
C -4.6533 -0.2267 -0.1018 0.861
C -4.3159 -1.3665 0.7587 -0.773
O -5.7286 0.2336 -0.3193 -0.532
B 0.6498 2.0837 0.5969 1.230
O 0.6764 3.4054 0.2131 -0.925
O 1.5340 1.6474 1.5612 -0.756
C 0.8617 1.2070 2.7550 -0.250
H 4.4304 -1.3199 1.4437 0.198
H 5.6183 -0.1863 2.1216 0.199
H 3.9318 0.3094 1.8115 0.222
H 6.0954 -0.2556 -0.2409 0.186
H 5.1291 1.2336 -0.0651 0.211
H 3.9396 -1.4668 -0.7484 0.165
H 4.6160 -0.4377 -1.9949 0.172
H 1.7824 -1.3651 -1.1463 0.202
H 1.7512 -0.4456 0.3925 0.200
H -1.5362 2.8123 -0.6044 0.211
H -1.6433 1.5449 -1.8051 0.261
H -5.2243 -1.7457 1.2093 0.237
H -3.5841 -1.0753 1.5234 0.188
H -3.8985 -2.1777 0.1436 0.359
H -0.1095 3.8935 0.4737 0.509
H -0.1210 1.6688 2.8704 0.184
H 1.4696 1.4997 3.6089 0.180
H 0.7407 0.1246 2.7397 0.197
C -4.5079 -3.1512 -2.5421 0.933
O -4.3708 -2.1602 -3.3526 -0.936
O -4.2250 -4.3688 -2.9010 -0.946
O -4.9351 -2.9280 -1.3126 -0.980
```

Computed properties:
* total charge: -2
* gap between HOMO and LUMO: 1.56 eV
* HOMO level: 2.0647 eV
* LUMO level: 3.6 eV

***

[7]
This record from the OMol25 dataset describes a molecular structure, C13H18Cl2N2ORu. The level of theory is ωB97M-V with the def2-TZVPD basis set.

Structure (XYZ):
```
37
Properties=species:S:1:pos:R:3:nbo_charge:R:1
Ru -0.8709 -0.8657 -0.1488 0.831
Cl -2.1089 1.0492 -0.5899 -0.478
Cl 0.4601 -2.5635 0.8068 -0.518
C -2.2355 -2.0006 -0.4062 -0.487
H -2.0625 -3.0987 -0.4292 0.176
H -3.0815 -1.7640 -1.0765 0.168
C 0.4801 -0.6300 -1.7398 -0.262
C -0.5021 -1.5198 -1.9804 -0.226
H 1.0869 -0.1820 -0.9254 0.293
C -1.5031 -1.2526 -3.1585 -0.423
H -0.1878 -2.5493 -2.1481 0.211
C -0.7258 -1.0425 -4.4519 -0.403
H -2.2530 -2.0491 -3.1998 0.211
H -2.1105 -0.3863 -2.9043 0.228
C 0.3714 -0.0406 -4.1178 -0.394
H -0.2640 -2.0056 -4.7066 0.185
H -1.3795 -0.7181 -5.2775 0.207
C 1.2629 -0.5804 -2.9769 -0.411
H 0.9866 0.1584 -4.9930 0.200
H -0.0938 0.8918 -3.7751 0.211
H 1.5195 -1.6398 -3.2162 0.190
H 2.1894 -0.0032 -2.8797 0.211
N 1.2117 2.0852 6.0917 -0.853
C 1.3253 2.6610 4.8578 0.622
O 1.7438 3.8051 4.7080 -0.691
C 0.8807 1.8119 3.6995 -0.252
C 0.3379 0.5321 3.8367 -0.272
C -0.1061 -0.1627 2.7148 0.017
N -0.0112 0.3365 1.4752 -0.623
C 0.5340 1.5588 1.3072 -0.023
C 0.9761 2.3121 2.3954 -0.220
H 1.5213 2.6185 6.8861 0.384
H 0.9373 1.1271 6.2407 0.385
H 0.2336 0.0214 4.7866 0.182
H -0.5174 -1.1674 2.8004 0.206
H 0.5718 1.9535 0.2894 0.193
H 1.3832 3.2993 2.2051 0.224
```

Computed properties:
* total charge: -1
* energy relative to the best compared isomer or geometry (same formula, charge and spin): 2.6816 eV
* gap between HOMO and LUMO (alpha / beta): 4.54 / 6.89 eV
* multiplicity: 6
* HOMO level (alpha / beta): -1.5657 / -5.4886 eV
* LUMO level (alpha / beta): 3.0 / 1.4 eV

***

[8]
This record from the OMol25 dataset describes a molecular structure, C13H18ClO5Ti. The level of theory is ωB97M-V with the def2-TZVPD basis set.

Structure (XYZ):
```
38
Properties=species:S:1:pos:R:3:nbo_charge:R:1
Ti 0.6231 0.3246 0.0024 1.514
C 0.2631 -0.1847 -3.0697 -0.247
O 1.2491 0.1661 -2.0773 -0.563
C 2.5493 -0.3684 -2.3304 -0.086
C 3.4374 0.1441 -1.2261 -0.084
O 2.7391 -0.1561 -0.0001 -0.573
C 3.4412 0.1399 1.2247 -0.084
C 2.5510 -0.3650 2.3312 -0.086
O 1.2541 0.1781 2.0791 -0.564
C 0.2670 -0.1604 3.0746 -0.247
H 0.5802 0.1989 -4.0384 0.201
H -0.6694 0.2852 -2.7695 0.220
H 0.1403 -1.2675 -3.1031 0.197
H 2.9130 -0.0268 -3.3013 0.217
H 2.5051 -1.4614 -2.3238 0.199
H 3.5830 1.2246 -1.2990 0.202
H 4.4060 -0.3566 -1.2281 0.218
H 3.5953 1.2194 1.2967 0.202
H 4.4058 -0.3685 1.2262 0.218
H 2.9182 -0.0244 3.3011 0.217
H 2.4990 -1.4576 2.3264 0.199
H 0.5856 0.2299 4.0401 0.201
H 0.1398 -1.2424 3.1170 0.197
H -0.6636 0.3113 2.7707 0.220
Cl -6.6079 0.4082 0.0055 0.022
C -4.9032 0.0899 -0.0006 -0.049
C -4.4620 -1.2393 -0.0151 -0.199
C -3.1081 -1.4976 -0.0203 -0.245
C -2.1843 -0.4556 -0.0112 0.287
O -0.8634 -0.7458 -0.0163 -0.730
C -2.6200 0.8961 0.0043 -0.172
C -1.7315 1.9904 0.0158 0.173
O -0.4151 1.8364 0.0108 -0.664
C -4.0190 1.1328 0.0089 -0.204
H -5.1817 -2.0451 -0.0221 0.240
H -2.7388 -2.5148 -0.0315 0.232
H -2.0942 3.0108 0.0280 0.188
H -4.3837 2.1514 0.0203 0.233
```

Computed properties:
* total charge: +1
* energy relative to the best compared isomer or geometry (same formula, charge and spin): 0.0000 eV
* gap between HOMO and LUMO (alpha / beta): 5.99 / 6.25 eV
* HOMO level (alpha / beta): -8.9398 / -9.0826 eV
* LUMO level (alpha / beta): -3.0 / -2.8 eV

***

> Which of these has the lowest total charge?

C13H18BFO12

***

> Which value of total charge does entry 3 give?

0

***

> The highest total charge belongs to which entry?

C13H18BClF3GdN3O6S

***

Please write out number 4 again, unchanged.
This record from the OMol25 dataset describes C13H17NO4S in the gas phase. The level of theory is ωB97M-V with the def2-TZVPD basis set.

Structure (XYZ):
```
36
Properties=species:S:1:pos:R:3:nbo_charge:R:1
O -1.2896 -2.7002 -1.1070 -0.587
C -0.3034 -2.4082 -0.4896 0.781
O 0.9137 -2.8510 -0.8387 -0.697
H 0.8565 -3.4096 -1.6312 0.504
C -0.2467 -1.5553 0.7764 -0.132
N 0.6877 -0.4474 0.7020 -0.461
C 0.7421 0.2833 -0.5556 -0.252
C 1.9976 0.0309 -1.3757 -0.680
H 2.2271 -1.0204 -1.5115 0.252
H 1.9544 0.5393 -2.3339 0.261
S 3.3700 0.7794 -0.4417 2.159
O 3.4316 2.1829 -0.7446 -0.948
O 4.5615 0.0004 -0.6466 -0.950
C 2.8241 0.5640 1.2861 -0.661
C 1.9779 -0.6897 1.3218 -0.226
H 2.5450 -1.5002 0.8343 0.193
H 1.7928 -0.9842 2.3606 0.213
H 3.7246 0.4591 1.8835 0.260
H 2.2705 1.4489 1.5809 0.245
H -0.1506 0.0452 -1.1383 0.235
H 0.7069 1.3586 -0.3388 0.219
H 0.1144 -2.2411 1.5534 0.232
C -1.6566 -1.0822 1.2027 -0.440
C -2.1400 0.1320 0.4616 0.065
C -2.8638 0.0106 -0.7181 -0.253
C -3.2894 1.1378 -1.3993 -0.197
C -3.0012 2.3993 -0.9073 -0.221
C -2.2878 2.5289 0.2722 -0.209
C -1.8621 1.4020 0.9521 -0.241
H -1.3060 1.5044 1.8724 0.213
H -2.0657 3.5108 0.6640 0.214
H -3.3354 3.2782 -1.4385 0.214
H -3.8510 1.0305 -2.3158 0.213
H -3.0850 -0.9724 -1.1058 0.231
H -1.6169 -0.8527 2.2682 0.218
H -2.3473 -1.9117 1.0459 0.231
```

Computed properties:
* total charge: 0
* energy relative to the best compared isomer or geometry (same formula, charge and spin): 1.5473 eV
* gap between HOMO and LUMO: 9.49 eV
* SMILES: O=C(O)[C@H](Cc1ccccc1)N1CCS(=O)(=O)CC1
* HOMO level: -9.0591 eV
* LUMO level: 0.4 eV